No. 1
DFT (ωB97M-V/def2-TZVPD) results for the molecule C4H6OS2.

The value obtained for the LUMO energy is -1.25 eV. Its spin multiplicity is 1. The calculation puts the gap between HOMO and LUMO at 7.90 eV. For the HOMO energy, the calculation gives -0.3366 hartree. For the max |F|, the calculation gives 0.01206 hartree/bohr. As for the charge: 0. As for the SMILES: CCSC(=S)C=O. The calculation puts the energy above the lowest of the compared OMol25 structures with the same formula, charge and spin at 22.5 kcal/mol.

The geometry in XYZ format:
```
13
Properties=species:S:1:pos:R:3:forces:R:3:mulliken_charge:R:1
C -1.514 -0.244 0.770 0.3 -0.1 0.0 -1.008
C -1.008 -0.671 -0.597 -0.2 0.1 -0.4 -0.434
C 1.808 -0.210 -0.190 0.1 -0.2 0.0 0.293
C 1.480 1.272 -0.172 -0.4 -0.3 -0.3 -0.163
H -1.483 -1.055 1.484 0.0 -0.4 0.1 0.323
H -0.902 0.548 1.181 0.1 0.3 0.0 0.287
H -2.538 0.096 0.719 -0.3 0.2 -0.1 0.311
H -1.006 0.155 -1.321 -0.1 -0.4 0.3 0.340
H -1.627 -1.489 -0.998 0.2 0.2 0.1 0.354
H 2.220 1.853 0.366 0.4 0.3 0.3 0.376
O 0.551 1.775 -0.740 0.0 0.0 0.0 -0.418
S 0.646 -1.431 -0.582 0.1 0.1 0.1 -0.048
S 3.371 -0.599 0.080 -0.3 0.1 -0.1 -0.214
```
Forces are in eV/Å.

No. 2
DFT (ωB97M-V/def2-TZVPD) results for a structure of composition C11H25CaNO11S at a distorted geometry.

The value obtained for the LUMO energy is 4.34 eV. Its spin multiplicity is 1. The calculation puts the gap between HOMO and LUMO at 5.26 eV. For the HOMO energy, the calculation gives -0.0338 hartree. For the max |F|, the calculation gives 0.05810 hartree/bohr. As for the charge: -2. The calculation puts the energy above the lowest of the compared OMol25 structures with the same formula, charge and spin at 0.0 kcal/mol.

The geometry in XYZ format:
```
50
Properties=species:S:1:pos:R:3:forces:R:3:mulliken_charge:R:1
Ca -27.284 -15.374 -30.919 1.9 -1.6 -1.6 1.943
S -23.844 -14.357 -29.944 0.5 -0.2 0.7 1.228
O -23.798 -12.885 -30.089 -0.2 0.5 -0.4 -0.856
O -23.025 -15.076 -30.916 0.1 0.3 0.1 -0.767
O -23.466 -14.701 -28.546 -0.2 -0.2 0.0 -0.836
O -25.294 -14.751 -30.127 -0.4 -0.2 0.3 -0.707
C -26.731 -14.615 -35.254 -0.6 0.6 0.1 -1.334
C -26.873 -15.128 -33.815 0.4 -1.3 0.0 0.880
O -28.039 -15.448 -33.415 -0.7 0.8 0.3 -0.732
O -25.849 -15.359 -33.163 -0.1 0.9 0.0 -0.558
H -26.558 -15.460 -35.920 0.1 0.0 0.0 0.352
H -25.934 -13.878 -35.347 0.2 -0.2 0.1 0.280
H -27.664 -14.125 -35.552 0.0 -0.1 -0.1 0.325
C -26.657 -19.831 -30.743 0.6 -0.3 0.0 -1.192
C -26.807 -18.332 -31.019 0.1 0.3 0.2 0.904
O -27.929 -17.787 -30.737 -0.4 -0.1 0.2 -0.839
O -25.816 -17.722 -31.422 -0.1 -0.1 0.1 -0.615
H -27.545 -20.408 -31.001 0.0 0.0 0.2 0.295
H -26.364 -19.994 -29.700 -0.5 0.2 0.1 0.232
H -25.777 -20.218 -31.264 -0.2 0.1 -0.4 0.320
C -26.735 -12.205 -31.861 1.1 0.6 -0.1 -0.889
O -27.083 -13.028 -30.762 -0.6 0.9 0.0 -0.421
H -27.298 -12.446 -32.761 -0.4 -0.1 0.3 0.273
H -26.823 -11.148 -31.578 -0.4 0.0 -0.2 0.301
H -25.677 -12.318 -32.124 0.0 -0.4 0.2 0.303
H -26.333 -12.975 -30.140 0.4 -0.6 -0.3 0.210
C -30.636 -15.167 -31.261 0.6 -0.3 -1.2 -0.999
O -29.554 -14.869 -30.398 -1.1 0.6 0.4 -0.156
C -29.954 -14.977 -29.044 -0.3 -0.9 0.1 -0.774
C -28.757 -14.804 -28.138 -0.1 -0.4 -0.4 -0.841
N -27.645 -15.731 -28.504 -0.6 1.2 2.3 0.142
C -26.540 -15.419 -27.540 1.4 -1.8 0.1 -0.147
C -26.443 -16.439 -26.402 -0.6 1.0 -0.2 -0.965
O -27.405 -16.132 -25.379 0.1 -0.4 0.0 -0.255
C -27.397 -17.074 -24.339 -0.8 0.1 -0.2 -0.778
H -31.532 -14.584 -31.028 0.0 -0.2 0.3 0.367
H -30.790 -16.251 -31.293 -0.4 0.1 0.4 0.330
H -30.331 -14.925 -32.283 0.2 0.2 0.2 0.240
H -30.427 -15.965 -28.900 0.5 -0.2 0.0 0.394
H -30.804 -14.330 -28.775 0.4 0.6 -0.3 0.461
H -29.118 -14.972 -27.116 0.2 0.2 0.1 0.360
H -28.336 -13.803 -28.233 -0.3 0.1 0.0 0.390
H -27.937 -16.651 -28.184 -0.2 -0.2 -0.8 0.178
H -26.551 -14.426 -27.099 -0.2 0.2 -0.4 0.492
H -25.587 -15.585 -28.055 -0.1 0.7 -0.2 -0.292
H -25.451 -16.383 -25.947 0.1 -0.2 -0.2 0.551
H -26.639 -17.426 -26.839 0.2 -0.2 0.3 0.374
H -26.442 -17.168 -23.811 0.1 0.1 -0.1 0.276
H -27.698 -18.065 -24.706 0.1 -0.1 0.0 0.321
H -28.173 -16.737 -23.647 0.2 -0.1 0.2 0.231
```
Forces are in eV/Å.

No. 3
DFT (ωB97M-V/def2-TZVPD) results for a structure of composition C7H7ClO3.

The value obtained for the LUMO energy is 0.31 eV. Its spin multiplicity is 1. The calculation puts the gap between HOMO and LUMO at 11.02 eV. For the HOMO energy, the calculation gives -0.3937 hartree. For the max |F|, the calculation gives 0.01659 hartree/bohr. As for the charge: 0. The calculation puts the energy above the lowest of the compared OMol25 structures with the same formula, charge and spin at 16.3 kcal/mol.

The geometry in XYZ format:
```
18
Properties=species:S:1:pos:R:3:forces:R:3:mulliken_charge:R:1
C -0.945 -1.428 -0.467 0.7 -0.4 0.2 0.166
C -0.331 1.662 -1.263 0.1 0.3 -0.2 0.351
C 0.085 -0.286 1.534 -0.1 -0.2 0.1 -0.813
C -0.808 0.918 1.189 -0.2 0.3 -0.1 -0.809
C 0.241 -0.613 0.032 0.3 0.1 -0.1 1.053
C -0.707 0.587 -0.313 0.2 -0.2 0.8 0.987
C 1.611 -0.841 -0.543 -0.2 -0.1 0.0 -1.769
O -1.205 -2.579 -0.578 -0.2 0.2 -0.1 -0.555
O 0.284 2.642 -0.986 -0.1 -0.3 0.1 -0.465
O -1.713 -0.339 -0.747 -0.8 0.2 -0.2 -0.429
Cl -0.815 1.315 -2.909 0.0 0.0 -0.4 -0.169
H 1.029 -0.015 2.000 0.0 0.0 0.0 0.328
H -0.392 -1.072 2.115 0.1 0.0 0.1 0.316
H -1.827 0.880 1.565 0.0 0.1 0.0 0.278
H -0.361 1.882 1.416 0.0 0.0 0.0 0.320
H 2.283 -0.038 -0.250 0.1 0.0 0.0 0.428
H 1.571 -0.889 -1.629 0.1 0.0 -0.1 0.385
H 2.001 -1.786 -0.168 0.1 -0.1 0.0 0.397
```
Forces are in eV/Å.